Density functional theory data (the ωB97M-V functional and the def2-TZVPD basis) for C22H41ClN2O4PSV as an isolated structure.

Output
HOMO level (alpha / beta) ... -9.83 / -9.31 eV
2S+1 ... 2
Orbital gap (alpha / beta) ... 7.82 / 7.34 eV
Net charge ... +1

Last column: Löwdin charge in e.
CARTESIAN COORDINATES (ANGSTROEM)
1 V 0.21 1.47 -0.46  0.652
2 C 0.35 -1.10 -2.26  -0.056
3 O 0.04 0.31 -2.30  -0.300
4 C 0.75 0.99 -3.35  -0.149
5 C 0.28 2.41 -3.34  -0.166
6 O 0.60 2.95 -2.06  -0.281
7 C 0.22 4.33 -1.94  -0.030
8 H 0.17 -1.51 -3.25  0.105
9 H -0.33 -1.55 -1.54  0.041
10 H 1.39 -1.24 -1.98  0.098
11 H 0.52 0.51 -4.30  0.144
12 H 1.82 0.92 -3.15  0.148
13 H -0.81 2.46 -3.49  0.144
14 H 0.77 2.98 -4.13  0.147
15 H 0.75 4.91 -2.69  0.105
16 H 0.49 4.64 -0.94  0.093
17 H -0.86 4.43 -2.08  0.103
18 C -5.56 -1.80 -2.63  -0.153
19 C -4.07 -2.06 -2.41  -0.441
20 P -3.26 -1.29 -0.95  0.938
21 C -4.44 -1.73 0.39  -0.438
22 C -3.98 -1.25 1.77  -0.163
23 C -3.71 0.48 -1.25  -0.403
24 C -2.87 1.54 -0.56  -0.160
25 H -5.90 -2.26 -3.56  0.072
26 H -5.79 -0.74 -2.69  0.063
27 H -6.17 -2.23 -1.83  0.064
28 H -3.50 -1.73 -3.28  0.065
29 H -3.88 -3.13 -2.34  0.068
30 H -4.53 -2.82 0.38  0.080
31 H -5.43 -1.34 0.16  0.073
32 H -2.97 -1.59 2.01  0.032
33 H -4.66 -1.61 2.55  0.073
34 H -3.97 -0.16 1.83  0.061
35 H -4.76 0.64 -0.97  0.084
36 H -3.67 0.63 -2.33  0.080
37 H -2.86 1.46 0.53  0.064
38 H -3.22 2.55 -0.81  0.086
39 H -1.85 1.47 -0.93  -0.001
40 Cl 6.03 4.52 4.69  0.700
41 C 4.84 3.93 3.57  -0.655
42 C 3.53 4.35 3.69  -0.081
43 C 2.58 3.88 2.80  0.006
44 C 2.96 2.99 1.79  -0.135
45 C 4.29 2.58 1.68  -0.007
46 C 5.24 3.05 2.57  -0.088
47 C 1.95 2.48 0.86  -0.563
48 O 0.74 2.90 0.92  -0.089
49 O 2.24 1.59 -0.01  -0.105
50 H 3.26 5.04 4.48  0.112
51 H 1.55 4.18 2.88  0.125
52 H 4.57 1.90 0.89  0.119
53 H 6.27 2.75 2.49  0.110
54 C -0.08 -5.00 1.88  -0.074
55 C 0.95 -4.03 1.34  -0.227
56 N 0.31 -2.72 1.16  0.025
57 C 0.82 -1.49 1.03  -0.708
58 S -0.32 -0.17 1.17  0.723
59 N 2.10 -1.21 0.81  0.036
60 C 3.27 -2.07 0.61  -0.216
61 C 4.12 -2.17 1.86  -0.065
62 H 0.38 -5.97 2.06  0.084
63 H -0.90 -5.14 1.18  0.082
64 H -0.49 -4.65 2.83  0.086
65 H 1.34 -4.39 0.39  0.114
66 H 1.78 -3.93 2.04  0.110
67 H -0.69 -2.70 1.24  0.099
68 H 2.26 -0.21 0.74  0.089
69 H 3.83 -1.62 -0.21  0.123
70 H 2.96 -3.05 0.26  0.094
71 H 4.44 -1.18 2.19  0.076
72 H 5.01 -2.77 1.67  0.084
73 H 3.56 -2.63 2.68  0.072

---

Density functional theory data (the ωB97M-V functional and the def2-TZVPD basis) for an isolated molecule of C4H6Cl2 at a distorted geometry.

Output
SMILES ... CC(C)=C(Cl)Cl
HOMO level ... -8.87 eV
2S+1 ... 1
Orbital gap ... 9.62 eV
Net charge ... 0
ΔE to the lowest compared entry with this formula, charge and spin ... 22.68 kcal/mol

Last column: natural (NBO) charge in e.
CARTESIAN COORDINATES (ANGSTROEM)
1 C -0.54 -1.42 -0.04  -0.653
2 C 0.00 0.04 0.02  0.020
3 C -0.86 1.29 -0.04  -0.666
4 C 1.37 0.15 0.13  -0.140
5 H -0.69 -1.82 0.96  0.231
6 H -1.38 -1.53 -0.78  0.224
7 H 0.32 -2.00 -0.40  0.231
8 H -1.78 1.19 -0.63  0.238
9 H -0.93 1.44 1.14  0.237
10 H -0.11 2.03 -0.29  0.244
11 Cl 2.51 -1.13 -0.03  0.037
12 Cl 2.08 1.75 -0.04  -0.003

---

Density functional theory data (the ωB97M-V functional and the def2-TZVPD basis) for an isolated molecule of C5H6O.

Output
SMILES ... C1=C[C@H]2O[C@H]2C1
HOMO level ... -9.51 eV
2S+1 ... 1
Orbital gap ... 10.67 eV
Net charge ... 0
ΔE to the lowest compared entry with this formula, charge and spin ... 32.81 kcal/mol

Last column: natural (NBO) charge in e.
CARTESIAN COORDINATES (ANGSTROEM)
1 C -0.63 -0.49 -0.90  -0.473
2 C -0.40 -1.13 0.46  -0.148
3 C 0.31 -0.34 1.27  -0.231
4 O 1.50 0.78 -0.52  -0.481
5 C 0.11 0.84 -0.78  0.055
6 C 0.62 0.95 0.59  0.008
7 H -1.69 -0.31 -1.11  0.219
8 H -0.24 -1.13 -1.71  0.231
9 H -0.74 -2.13 0.71  0.211
10 H 0.71 -0.61 2.24  0.218
11 H -0.20 1.69 -1.37  0.194
12 H 0.65 1.88 1.14  0.196

---

Density functional theory data (the ωB97M-V functional and the def2-TZVPD basis) for C30H20ClN2O5PPd as an isolated structure.

Output
HOMO level ... -14.27 eV
2S+1 ... 1
Orbital gap ... 6.46 eV
Net charge ... +2
ΔE to the lowest compared entry with this formula, charge and spin ... 35.55 kcal/mol

Last column: natural (NBO) charge in e.
CARTESIAN COORDINATES (ANGSTROEM)
1 Pd 0.14 -1.02 -0.29  0.609
2 O 2.78 -0.36 -1.40  -0.533
3 C 2.95 0.81 -1.40  0.657
4 C 3.00 2.07 -1.33  -0.347
5 C 3.35 3.32 -1.06  -0.058
6 C 2.46 4.45 -0.78  -0.184
7 C 1.12 4.48 -0.72  -0.173
8 C 0.16 3.40 -0.90  -0.137
9 C 0.14 2.21 -0.30  -0.066
10 P -0.94 0.85 -0.76  1.317
11 C -0.59 0.06 -2.31  -0.298
12 C -1.00 -1.31 -2.29  -0.323
13 C -0.49 -2.18 -3.28  -0.165
14 C 0.37 -1.70 -4.24  -0.159
15 C 0.75 -0.35 -4.25  -0.118
16 C 0.30 0.52 -3.28  -0.230
17 C -2.64 1.13 -0.40  -0.486
18 C -2.97 1.75 0.82  -0.108
19 C -4.30 1.97 1.13  -0.206
20 C -5.29 1.57 0.24  -0.123
21 C -4.97 0.97 -0.97  -0.192
22 C -3.64 0.74 -1.29  -0.158
23 H 4.41 3.58 -1.05  0.240
24 H 2.97 5.39 -0.64  0.246
25 H 0.66 5.46 -0.60  0.254
26 H -0.66 3.60 -1.59  0.248
27 H -1.83 -1.64 -1.67  0.268
28 H -0.82 -3.21 -3.29  0.250
29 H 0.74 -2.37 -5.00  0.253
30 H 1.41 0.01 -5.02  0.252
31 H 0.63 1.55 -3.27  0.248
32 H -2.19 2.08 1.50  0.224
33 H -4.56 2.46 2.06  0.248
34 H -6.33 1.75 0.49  0.248
35 H -5.75 0.68 -1.66  0.248
36 H -3.39 0.29 -2.24  0.228
37 O 1.36 1.88 5.09  -0.642
38 C 1.80 0.62 4.97  0.773
39 O 2.46 0.09 5.81  -0.502
40 C 1.42 -0.12 3.72  -0.227
41 C 1.48 -1.50 3.58  0.190
42 Cl 1.93 -2.70 4.67  0.193
43 N 1.12 -1.80 2.32  -0.187
44 N 0.86 -0.68 1.62  -0.285
45 C 1.04 0.34 2.45  0.062
46 C 0.72 1.69 1.93  0.794
47 O 0.17 2.56 2.53  -0.505
48 O 1.09 1.78 0.61  -0.523
49 C 0.96 -3.03 1.59  0.208
50 C 0.19 -4.06 2.09  -0.230
51 C -0.02 -5.17 1.27  -0.136
52 C 0.49 -5.21 -0.02  -0.195
53 C 1.25 -4.17 -0.50  -0.145
54 C 1.51 -3.06 0.30  -0.392
55 H 0.76 2.15 4.39  0.501
56 H -0.23 -4.01 3.08  0.253
57 H -0.61 -5.99 1.65  0.250
58 H 0.30 -6.08 -0.64  0.248
59 H 1.70 -4.22 -1.49  0.242
60 H 2.26 -2.32 0.00  0.278